(1)
Molecular formula: C4H9NO3
Method: DFT, wB97M-V/def2-TZVPD

Calculated values
Lowest unoccupied orbital energy in eV: 0.5
Relative energy (zero: lowest compared OMol25 entry of this formula, charge and spin) in kJ/mol: 77.65
SMILES: C[C@@H](O)[C@H](N)C(=O)O
Largest force on an atom in Eh/bohr: 0.03471
Highest occupied orbital energy in eV: -10.0

```
! wB97M-V def2-TZVPD RIJCOSX def2/J DEFGRID3
* xyz 0 1
C -0.35253 -1.21892 1.60839
C 0.00104 -0.96859 0.13233
O -0.81256 -1.79435 -0.69987
C -0.10919 0.50777 -0.34626
N 0.17671 0.69904 -1.77350
C 0.76002 1.51810 0.43344
O 1.07877 1.36204 1.56888
O 1.09828 2.59243 -0.24725
H -1.17958 -0.60549 1.91449
H -0.58883 -2.28255 1.80664
H 0.53769 -0.91254 2.16312
H 1.02920 -1.29481 0.02102
H -1.68807 -1.40555 -0.80579
H -1.13556 0.86139 -0.17111
H 0.91032 0.03727 -2.07007
H -0.61353 0.47041 -2.31242
H 0.88782 2.43434 -1.22205
*
```

Atomic partial charges in e from the Mulliken method, atoms 1 to 6:
1. C -1.231
2. C 0.103
3. O -0.553
4. C 0.346
5. N -0.723
6. C 0.216

***

(2)
Molecular formula: C5H13NO3S
Method: DFT, wB97M-V/def2-TZVPD

Calculated values
Lowest unoccupied orbital energy in eV: 0.2
Relative energy (zero: lowest compared OMol25 entry of this formula, charge and spin) in kJ/mol: 212.20
SMILES: C[C@@H]([N+](C)(C)C)S(=O)(=O)[O-]
Largest force on an atom in Eh/bohr: 0.09894
Highest occupied orbital energy in eV: -9.4

```
! wB97M-V def2-TZVPD RIJCOSX def2/J DEFGRID3
* xyz 0 1
C -0.89823 1.93147 -0.21188
C -1.00774 0.43806 -0.48089
N 0.12507 -0.43942 0.01229
C -0.17366 -0.70491 1.42515
C 0.16510 -1.70504 -0.75291
C 1.40587 0.20570 -0.21521
S -2.77770 -0.08497 0.03397
O -2.91431 0.21775 1.41789
O -3.55927 0.61471 -0.91707
O -2.60360 -1.47388 -0.24150
H -0.63257 2.09528 0.78956
H -0.17998 2.64300 -0.78020
H -1.93707 2.40425 -0.50713
H -0.94511 0.45387 -1.74898
H -0.51268 0.22788 1.98092
H -1.04195 -1.41397 1.40895
H 0.69978 -1.08604 2.03635
H 0.65601 -1.66038 -1.83941
H 0.87183 -2.26774 -0.25278
H -0.80178 -2.19648 -0.66997
H 1.42856 0.48969 -1.28878
H 1.45987 1.12816 0.30464
H 2.24135 -0.52177 -0.02970
*
```

Atomic partial charges in e from the Mulliken method, atoms 1 to 6:
1. C -1.474
2. C -0.003
3. N 0.296
4. C -0.825
5. C -1.005
6. C -0.978

***

(3)
Molecular formula: C49H58N8O15PS2
Method: DFT, wB97M-V/def2-TZVPD

Calculated values
Lowest unoccupied orbital energy in eV: -4.5
Largest force on an atom in Eh/bohr: 0.07343
Highest occupied orbital energy in eV: -11.2

```
! wB97M-V def2-TZVPD RIJCOSX def2/J DEFGRID3
* xyz 1 1
C 1.34293 3.39113 -0.55481
C 1.52912 2.05522 -0.19551
C 0.75683 0.75900 -0.53702
N 0.10660 0.48199 -1.90121
N 0.02535 1.46529 -2.89469
C -0.82916 2.37953 -2.76886
S -2.20620 3.21675 -2.93100
C -1.01574 -0.53834 -1.68383
C -2.51519 -0.23161 -1.92718
C -3.44217 -1.50740 -2.23450
C -4.94483 -0.90384 -2.24276
C -5.45147 -1.05430 -0.72624
C -6.95750 -0.59918 -0.52020
C -7.17160 0.20509 0.85537
C -6.99399 1.76724 0.66833
O -5.58964 2.09125 0.90397
C -5.28899 3.32455 0.19882
C -0.52607 -1.24285 -0.31848
C -1.33758 -2.45553 0.26066
C -0.40917 -3.48157 1.09002
C -0.83803 -4.99161 0.88431
S -2.57940 -5.25315 1.52571
C -0.17797 0.04017 0.59567
N 0.91227 -0.48692 1.49780
C 0.49935 -0.75825 2.65453
O 0.22068 -0.84491 3.77624
P -1.56687 1.04638 1.32806
O -2.79521 0.24252 1.59624
O -1.97636 2.26966 0.23727
O -1.10786 1.90340 2.72609
H 1.46297 3.65457 -1.65497
H 1.09481 4.24185 0.13169
H 2.38577 1.89756 0.54053
H 1.61171 0.00000 -0.53643
H 0.81845 -0.15673 -2.30792
H -0.77140 -1.33615 -2.46305
H -2.72483 0.45020 -2.81324
H -3.03017 0.28022 -1.05105
H -3.24499 -1.94384 -3.25890
H -3.43735 -2.26474 -1.41053
H -4.93635 0.19168 -2.49942
H -5.56509 -1.53427 -2.94690
H -5.37024 -2.14247 -0.40523
H -4.79291 -0.41020 -0.06677
H -7.63595 -1.50911 -0.44746
H -7.33808 0.03328 -1.37236
H -6.48480 -0.15182 1.67419
H -8.24495 0.02083 1.17329
H -7.59416 2.37094 1.42468
H -7.21751 2.07885 -0.39768
H -5.00666 3.04591 -0.87211
H -4.32516 3.70688 0.66953
H -6.12420 4.07505 0.24763
H 0.41139 -1.76243 -0.69816
H -1.66597 -3.07468 -0.63646
H -2.20160 -2.11535 0.89367
H 0.68485 -3.30058 0.86939
H -0.55808 -3.22310 2.17636
H -0.72713 -5.34241 -0.18087
H -0.18179 -5.61115 1.57250
H -3.03990 -4.05711 2.04253
H -2.92505 2.11049 0.04494
H -0.35090 2.48991 2.49943
C -3.33426 3.55703 3.86724
C -2.54880 4.33344 4.71120
C -3.14576 5.23059 5.58734
C -4.53072 5.33803 5.61214
C -5.32346 4.57125 4.76689
C -4.71923 3.67805 3.89125
N -5.16610 6.26659 6.55387
O -4.43902 6.93677 7.26682
O -6.38406 6.31135 6.57119
H -2.86704 2.85679 3.19143
H -1.46889 4.23694 4.68846
H -2.52433 5.83061 6.24064
H -6.40325 4.65577 4.78021
H -5.32729 3.07180 3.22866
C -1.10447 -8.15691 2.36041
C -0.81092 -8.89096 1.21648
C 0.02587 -9.99650 1.29480
C 0.55945 -10.36017 2.52511
C 0.27762 -9.62840 3.67200
C -0.55790 -8.52222 3.58546
N 1.42395 -11.54209 2.61624
O 1.66504 -12.14897 1.58653
O 1.84822 -11.85086 3.71634
H -1.76442 -7.29452 2.29676
H -1.23806 -8.60215 0.26250
H 0.24777 -10.56111 0.39760
H 0.69549 -9.90606 4.63193
H -0.78687 -7.94575 4.47447
C 6.33439 -2.75466 -0.47624
C 5.73191 -3.79300 0.22533
C 4.38526 -4.07115 0.03576
C 3.65248 -3.30444 -0.86334
C 4.24669 -2.25848 -1.56388
C 5.59253 -1.98582 -1.36608
N 2.23942 -3.61061 -1.08413
O 1.74637 -4.51904 -0.44089
O 1.62590 -2.93473 -1.90915
H 7.38787 -2.54385 -0.33019
H 6.31449 -4.38818 0.91855
H 3.92661 -4.88257 0.58755
H 3.67951 -1.65531 -2.26239
H 6.06564 -1.17806 -1.90697
C 10.10976 2.75448 -2.41918
C 9.03339 2.16662 -1.76473
C 8.65626 0.86748 -2.07600
C 9.36753 0.16455 -3.04181
C 10.43983 0.74749 -3.70570
C 10.80921 2.04836 -3.39077
N 8.98943 -1.21708 -3.35694
O 8.02739 -1.69636 -2.76794
O 9.65381 -1.81156 -4.18216
H 10.40557 3.76772 -2.16986
H 8.49008 2.72158 -1.00872
H 7.81633 0.41968 -1.55953
H 10.99392 0.20542 -4.46216
H 11.64578 2.51171 -3.90028
C -0.17533 7.90011 -4.37927
C 0.95097 8.71590 -4.40325
C 2.00568 8.47043 -3.53116
C 1.91849 7.40431 -2.64362
C 0.79642 6.59429 -2.61024
C -0.25009 6.84300 -3.48006
N 3.03103 7.11752 -1.73672
O 4.00035 7.84966 -1.77765
O 2.92170 6.15149 -0.99091
H -0.99476 8.08761 -5.06464
H 1.00871 9.54029 -5.10412
H 2.87907 9.11030 -3.55758
H 0.72395 5.76598 -1.91738
H -1.12895 6.20886 -3.45916
*
```

Atomic partial charges in e from the Mulliken method, atoms 1 to 6:
1. C -0.563
2. C -1.009
3. C -0.442
4. N 1.099
5. N -1.367
6. C 0.474

***

(4)
Molecular formula: C6H8O3
Method: DFT, wB97M-V/def2-TZVPD

Calculated values
Lowest unoccupied orbital energy in eV: 0.0
Relative energy (zero: lowest compared OMol25 entry of this formula, charge and spin) in kJ/mol: 197.78
SMILES: O=CC(=O)O.CC#CC
Largest force on an atom in Eh/bohr: 0.02330
Highest occupied orbital energy in eV: -9.8

```
! wB97M-V def2-TZVPD RIJCOSX def2/J DEFGRID3
* xyz 0 1
O 0.17684 -0.45149 -2.43756
C 0.14953 0.49246 -1.69873
C 1.31712 0.95575 -0.84825
O 2.37559 0.40007 -0.73160
O 1.02940 2.12148 -0.25721
H -0.70408 1.18953 -1.63598
H 1.77897 2.42914 0.27793
C 1.13370 -0.78066 1.79390
C -0.06587 -0.67186 0.99564
C -1.08240 -0.61254 0.35377
C -2.36077 -0.64490 -0.32529
H 1.09616 -1.70051 2.37707
H 1.21584 0.06711 2.47488
H 2.01312 -0.81269 1.14936
H -2.23099 -1.00205 -1.34624
H -2.81275 0.34692 -0.34356
H -3.02944 -1.32574 0.20188
*
```

Atomic partial charges in e from the Mulliken method, atoms 1 to 6:
1. O -0.468
2. C -0.047
3. C 0.527
4. O -0.546
5. O -0.453
6. H 0.464

***

(5)
Molecular formula: C20H44NO14P
Method: DFT, wB97M-V/def2-TZVPD

Calculated values
Lowest unoccupied orbital energy in eV: 3.9
Relative energy (zero: lowest compared OMol25 entry of this formula, charge and spin) in kJ/mol: 198.73
Largest force on an atom in Eh/bohr: 0.30880
Highest occupied orbital energy in eV: 1.7

```
! wB97M-V def2-TZVPD RIJCOSX def2/J DEFGRID3
* xyz -2 1
N -0.29221 -0.67632 -0.75126
H 0.51436 -0.80041 -1.36563
H -0.11346 -1.18685 0.00967
H -0.97569 -1.16392 -1.16412
H -0.45529 0.12131 -0.60983
P -0.80076 0.46482 -3.70759
O -1.81244 -0.54764 -3.37516
O -0.69603 1.57547 -2.53487
O -0.97666 0.81139 -5.20881
O 0.36113 -0.50504 -3.65883
O 3.53957 1.88016 -0.48819
C 3.03314 2.31297 -1.52464
O 2.63420 3.71734 -1.59041
C 3.09719 4.57116 -0.54960
C 3.14508 6.01224 -0.98392
C 2.68074 1.52928 -2.82279
H 4.00997 4.05940 -0.17114
H 2.37752 4.52185 0.33692
H 2.04192 6.23019 -1.43798
H 3.75682 6.48927 -1.83200
H 3.15413 6.80093 -0.21335
H 1.72372 1.94628 -2.96480
H 2.84235 0.38873 -2.56590
H 3.48343 1.84865 -3.49760
O 0.54821 -5.45666 -0.90062
C -0.01447 -4.50392 -1.27887
O -0.91966 -3.87961 -0.62112
C -1.35586 -4.29286 0.68047
C -2.43361 -3.50529 1.25640
C 0.05889 -4.01419 -2.75354
H -0.44533 -4.37664 1.30570
H -1.58877 -5.35834 0.76719
H -2.53866 -3.96823 2.17831
H -3.54599 -3.56463 0.81302
H -1.98217 -2.56154 1.36859
H -0.42436 -4.64272 -3.45029
H 1.26743 -4.09304 -3.04296
H -0.26258 -3.03211 -2.89147
O 2.04098 -2.15268 0.86328
C 3.06521 -2.70057 1.08967
O 4.39105 -2.34777 0.70626
C 4.70060 -1.08850 0.08446
C 6.14967 -0.79368 0.35143
C 2.99533 -4.21841 1.52380
H 4.00830 -0.35672 0.62216
H 4.45602 -1.11758 -1.02095
H 6.31333 -0.74663 1.37043
H 6.45358 0.09350 0.13355
H 6.61566 -1.42261 -0.22871
H 3.31740 -4.88083 0.68755
H 2.00613 -4.67760 1.85502
H 3.80740 -4.38434 2.31956
O -0.90875 4.43509 2.16415
C -0.71856 3.51134 1.46721
O -0.45789 2.18850 1.90898
C -0.36511 1.76476 3.26658
C -0.30342 0.16985 3.36613
C -0.47829 3.49981 -0.07421
H -1.20867 1.90097 3.88862
H 0.59037 2.10812 3.72248
H -1.02650 -0.44774 3.14965
H 0.00713 -0.02698 4.36430
H 0.43630 -0.07323 2.79370
H -1.48873 3.15622 -0.42135
H 0.08490 2.87605 -0.36392
H -0.10281 4.62259 -0.26950
O -3.45771 -0.16785 1.32124
C -4.19121 0.27648 0.49090
O -5.52173 0.62214 0.50363
C -6.20939 0.64447 1.68818
C -7.64415 0.95865 1.50882
C -3.61814 0.32909 -0.85552
H -5.78139 1.51913 2.22775
H -6.07996 -0.18011 2.28771
H -8.17856 0.82860 2.50545
H -7.97651 0.20997 0.87417
H -7.81191 1.91895 1.11376
H -4.37515 0.43627 -1.36247
H -3.22038 -0.60168 -1.29020
H -2.95022 1.16346 -1.09278
*
```

Atomic partial charges in e from the Mulliken method, atoms 1 to 6:
1. N 0.515
2. H 0.007
3. H 0.114
4. H -0.024
5. H 0.170
6. P 0.207

***

(6)
Molecular formula: C43H36AlNO12PS2
Method: DFT, wB97M-V/def2-TZVPD

Calculated values
Lowest unoccupied orbital energy in eV: -1.0
Largest force on an atom in Eh/bohr: 0.08698
Highest occupied orbital energy in eV: -4.3

```
! wB97M-V def2-TZVPD RIJCOSX def2/J DEFGRID3
* xyz -1 1
N 1.46091 8.40861 7.67676
Al 1.18471 7.32726 6.08026
S 1.08691 8.80874 4.33431
C 2.67467 5.93580 5.94306
C 2.40911 4.92773 4.73137
C 2.37795 5.49918 3.29567
C 2.13058 4.67864 2.00193
C 1.94096 3.15115 2.16071
C 1.99532 2.55216 3.59493
C 2.20068 3.39021 4.88892
P -0.96450 6.32502 6.18452
S -1.91434 6.40936 4.45838
H 2.41807 8.80393 7.54660
H 0.85030 9.23480 7.49163
H 2.40815 8.92522 3.87198
H 2.64840 5.31017 6.91896
H 3.73516 6.39885 5.91722
H 2.54837 6.62757 3.14493
H 2.09405 5.20871 0.98642
H 1.79058 2.52974 1.21247
H 1.86387 1.42537 3.68087
H 2.20302 2.92183 5.93765
H -1.70411 7.13779 7.13525
H -0.90344 4.95628 6.61548
C -2.08625 0.55599 3.26950
C -1.01837 0.99182 2.59950
C -0.81103 0.64348 1.17801
O 0.16452 1.03785 0.56403
C -1.83352 -0.20429 0.52750
C -2.90048 -0.63978 1.19733
C -3.10744 -0.29143 2.61970
O -4.08474 -0.68861 3.23227
H -2.25338 0.80068 4.31090
H -0.26142 1.61412 3.06053
H -1.66635 -0.44926 -0.51452
H -3.65767 -1.26237 0.73605
C -1.42969 -4.74415 4.79589
C -1.27984 -3.46746 5.14942
C -0.08822 -2.69351 4.73973
O 0.04993 -1.52875 5.06389
C 0.92814 -3.38869 3.92242
C 0.77788 -4.66618 3.56878
C -0.41231 -5.43951 3.97830
O -0.55167 -6.60585 3.65429
H -2.29504 -5.32640 5.08742
H -2.01534 -2.94294 5.74707
H 1.79237 -2.80703 3.63089
H 1.51225 -5.19005 2.97146
C -6.86483 -3.82941 2.32858
C -5.79720 -3.39322 1.65884
C -5.58949 -3.74108 0.23712
O -4.61420 -3.34523 -0.37523
C -6.61094 -4.58925 -0.41370
C -7.67822 -5.02528 0.25604
C -7.88618 -4.67740 1.67814
O -8.86121 -5.07365 2.28898
H -7.03242 -3.58494 3.37001
H -5.04015 -2.77024 2.12069
H -6.44318 -4.83358 -1.45527
H -8.43513 -5.64763 -0.20511
C 0.99493 -2.22961 -2.11988
C 1.02130 -2.13727 -0.78982
C 1.14690 -3.33854 0.05946
O 1.16785 -3.25213 1.27481
C 1.24430 -4.64842 -0.62019
C 1.21852 -4.74156 -1.95009
C 1.09257 -3.53783 -2.80053
O 1.07065 -3.62171 -4.01545
H 0.90199 -1.35904 -2.75690
H 0.95167 -1.18633 -0.27458
H 1.33633 -5.51852 0.01827
H 1.28801 -5.69229 -2.46430
C 1.14745 0.33432 -5.16702
C 1.44730 0.84864 -6.36020
C 1.07206 2.23413 -6.71364
O 1.34377 2.70384 -7.80395
C 0.35349 3.02792 -5.69366
C 0.05370 2.51353 -4.50050
C 0.42890 1.12782 -4.14680
O 0.15641 0.65904 -3.05577
H 1.41418 -0.67915 -4.89210
H 1.97344 0.28133 -7.11738
H 0.08719 4.04077 -5.96927
H -0.47252 3.08049 -3.74238
C 2.98337 -1.62245 -11.03097
C 2.65684 -1.29618 -9.78006
C 3.68288 -1.20005 -8.72029
O 3.38534 -0.90403 -7.57694
C 5.08404 -1.47763 -9.10050
C 5.41074 -1.80392 -10.35141
C 4.38483 -1.90021 -11.41160
O 4.68223 -2.19588 -12.55339
H 2.24513 -1.69818 -11.81940
H 1.63560 -1.08898 -9.48487
H 5.82214 -1.40177 -8.31185
H 6.43187 -2.01105 -10.64655
*
```

Atomic partial charges in e from the Mulliken method, atoms 1 to 6:
1. N -0.617
2. Al 0.253
3. S -0.405
4. C -0.780
5. C 0.738
6. C -0.073